17
Properties=species:S:1:pos:R:3:lowdin_charge:R:1 method="wB97M-V/def2-TZVPD" de_lowest_kj_mol=301.1 multiplicity=1 total_charge=0 homo_energy_ha=-0.3106 energy_ev=-9439.9222 smiles="COCC/C=C/O"
O -2.747 -1.306 -0.396 0.00
C -1.667 -0.530 -0.065 -0.22
C -0.611 -1.143 0.491 -0.08
C 0.884 -0.907 0.383 -0.19
C 1.537 0.374 0.892 -0.23
O 0.796 1.511 0.525 -0.18
C 0.410 1.540 -0.830 -0.13
H -3.469 -0.750 -0.702 0.09
H -0.244 0.689 -1.144 0.06
H -1.816 0.537 -0.210 0.11
H -0.880 -2.124 0.868 0.10
H 1.397 -1.759 0.839 0.11
H 1.119 -0.967 -0.689 0.11
H 2.568 0.418 0.486 0.12
H 1.621 0.390 1.985 0.12
H 1.280 1.578 -1.501 0.10
H -0.178 2.454 -0.932 0.10